No. 1
# C2H5N

C2H5N in the gas phase at a distorted geometry (the ωB97M-V functional and the def2-TZVPD basis, OMol25).

Output
LUMO (spin up / spin down) (eV): 0.01 / -0.04
SMILES: C=NC
E_HOMO (spin up / spin down) (eV): -9.17 / -9.57
Energy above the lowest of the compared OMol25 structures with the same formula, charge and spin (kcal per mole): 120.1
E_tot (Eh): -133.742098
HOMO-LUMO gap (spin up / spin down) (eV): 9.18 / 9.53

Each line ends with the natural charge from an NBO analysis.
Geometry (Å):
C -1.396 0.646 -0.220  -0.2027
N -0.149 -0.184 0.835  -0.2912
C 1.007 -0.515 0.114  -0.5110
H -2.237 0.505 0.495  0.1963
H -1.096 1.322 -0.998  0.1764
H 0.721 -1.263 -0.735  0.2228
H 1.628 -1.002 0.946  0.2155
H 1.522 0.490 -0.438  0.1939



No. 2
# C21H51N6O15

9 unconnected molecules or ions with the total composition C21H51N6O15 at a distorted geometry (the ωB97M-V functional and the def2-TZVPD basis, OMol25).

Output
LUMO (eV): -6.00
Total charge: +3
E_HOMO (eV): -15.01
Energy above the lowest of the compared OMol25 structures with the same formula, charge and spin (kcal per mole): 0.0
E_tot (Eh): -2287.169221
HOMO-LUMO gap (eV): 9.00

Each line ends with the Mulliken charge.
Geometry (Å):
C -1.501 1.369 -6.233  -1.0320
C -0.532 2.536 -6.188  0.7714
O -0.418 3.529 -6.793  -0.3812
N 0.357 2.395 -4.891  0.2737
H 0.352 3.328 -4.444  0.2250
H -0.222 1.778 -4.297  -0.0247
C 1.666 1.874 -5.479  -0.7652
H -1.098 0.521 -6.700  0.3678
H -2.405 1.693 -6.761  0.3556
H -1.726 1.094 -5.225  0.2489
H 2.365 1.850 -4.630  0.3432
H 1.918 2.611 -6.297  0.3586
H 1.500 0.817 -5.798  0.3268
C 9.059 -7.283 2.288  -1.0965
C 9.182 -5.840 2.151  0.6640
O 8.778 -5.046 1.398  -0.3888
N 9.999 -5.210 3.324  -0.2190
H 10.397 -5.926 3.949  0.3626
H 10.790 -4.751 2.832  0.3632
C 8.971 -4.290 4.008  -0.7930
H 8.631 -7.397 3.309  0.3604
H 10.028 -7.839 2.279  0.3733
H 8.376 -7.615 1.529  0.3253
H 8.425 -3.700 3.285  0.3687
H 9.437 -3.582 4.698  0.3530
H 8.267 -4.877 4.588  0.3267
C 3.445 -1.473 -1.921  -1.1697
C 2.295 -0.838 -1.101  0.6766
O 1.143 -1.029 -1.475  -0.7121
N 2.729 -0.205 0.030  -0.1537
H 3.715 -0.226 0.108  0.2144
H -0.711 -0.831 -1.773  0.5532
C 1.993 0.767 0.773  -0.6445
H 3.180 -2.373 -2.511  0.3243
H 4.345 -1.693 -1.290  0.3361
H 3.812 -0.789 -2.671  0.2767
H 0.976 0.906 0.342  0.0945
H 2.643 1.668 0.845  0.2959
H 1.777 0.397 1.791  0.2760
C -3.446 6.783 0.703  -1.0309
C -2.339 6.001 1.197  0.7973
O -2.424 4.956 1.783  -0.5585
N -1.077 6.567 0.972  -0.4886
H -0.549 5.953 -0.455  0.4916
H -1.050 7.548 0.718  0.2940
C 0.034 6.333 1.857  -0.9683
H -3.997 7.273 1.492  0.3592
H -4.228 6.175 0.248  0.2772
H -3.077 7.637 0.044  0.2677
H 0.942 6.771 1.423  0.3332
H 0.201 5.235 1.947  0.2754
H -0.193 6.850 2.774  0.4016
C -2.264 -5.416 2.351  -1.0108
C -1.666 -4.180 2.860  0.4951
O -2.280 -3.139 2.706  -0.7391
N -0.369 -4.163 3.348  -0.1780
H -0.030 -3.220 3.517  0.2432
H -3.623 -2.180 2.819  0.4439
C 0.378 -5.320 3.914  -0.7700
H -3.201 -5.457 2.889  0.2631
H -1.695 -6.318 2.256  0.4786
H -2.536 -5.229 1.297  0.2732
H -0.455 -6.067 3.918  0.2721
H 0.733 -5.088 4.920  0.3033
H 1.174 -5.653 3.288  0.2659
C -4.976 1.828 1.171  -0.9979
C -5.607 1.661 -0.137  0.7872
O -6.162 2.404 -0.883  -0.5028
N -5.475 0.222 -0.536  0.3445
H -4.471 0.170 -0.818  0.1538
H -5.677 -0.524 0.250  0.3298
C -6.315 -0.210 -1.671  -0.9091
H -4.012 1.310 1.144  0.2693
H -5.471 1.109 1.845  0.3268
H -4.995 2.853 1.604  0.3261
H -5.650 -0.905 -2.267  0.3104
H -6.491 0.576 -2.314  0.4116
H -7.239 -0.695 -1.323  0.3107
O -1.509 6.184 -2.554  -0.4888
C -0.987 5.021 -2.146  0.7286
O -1.195 3.983 -2.810  -0.7370
O -0.367 5.098 -1.041  -0.3837
H -2.144 5.999 -3.247  0.3558
O -5.850 -2.730 3.232  -0.4667
C -5.430 -1.851 2.348  0.8408
O -4.227 -1.386 2.641  -0.3941
O -6.109 -1.577 1.371  -0.7597
H -6.710 -3.135 2.983  0.3702
O -0.736 1.487 -2.084  -0.3392
C -1.807 0.819 -1.607  0.8456
O -2.786 1.326 -1.197  -0.6850
O -1.590 -0.487 -1.688  -0.5115
H -0.911 2.480 -2.100  0.2371



No. 3
# C15H22O5

C15H22O5 in the gas phase (the ωB97M-V functional and the def2-TZVPD basis, OMol25).

Output
LUMO (eV): -0.97
SMILES: CCCCOC1=CC(=O)C=C(COCCOCC)C1=O
E_HOMO (eV): -9.60
Energy above the lowest of the compared OMol25 structures with the same formula, charge and spin (kcal per mole): 87.3
E_tot (Eh): -960.882463
HOMO-LUMO gap (eV): 8.62

Each line ends with the natural charge from an NBO analysis.
Geometry (Å):
C 3.135 -3.010 0.583  -0.6143
C 4.306 -2.009 0.688  -0.4072
C 4.166 -0.983 1.818  -0.4155
C 3.382 0.263 1.464  -0.0540
O 2.007 -0.060 1.194  -0.5206
C 1.459 0.469 0.080  0.2817
C 1.690 0.039 -1.165  -0.3112
C 1.059 0.721 -2.319  0.4982
O 1.532 0.631 -3.432  -0.5064
C -0.158 1.526 -2.043  -0.2334
C -0.401 1.962 -0.805  -0.0587
C -1.582 2.826 -0.436  -0.0921
O -2.624 2.733 -1.383  -0.5299
C -3.677 1.856 -1.015  -0.0937
C -3.383 0.404 -1.357  -0.1026
O -2.519 -0.249 -0.444  -0.5400
C -3.098 -0.594 0.802  -0.0660
C -4.212 -1.632 0.704  -0.6500
C 0.552 1.644 0.291  0.4826
O 0.592 2.309 1.304  -0.4987
H 3.498 -4.038 0.630  0.2089
H 2.440 -2.877 1.416  0.2109
H 2.558 -2.898 -0.336  0.2061
H 4.448 -1.484 -0.263  0.1966
H 5.228 -2.573 0.854  0.2087
H 5.158 -0.638 2.131  0.2124
H 3.703 -1.457 2.689  0.2072
H 3.403 0.968 2.302  0.1910
H 3.822 0.764 0.595  0.1776
H 2.374 -0.776 -1.373  0.2348
H -0.792 1.760 -2.890  0.2396
H -1.253 3.870 -0.387  0.2105
H -1.929 2.556 0.567  0.1926
H -4.573 2.180 -1.554  0.1966
H -3.889 1.968 0.056  0.1699
H -4.328 -0.143 -1.484  0.1736
H -2.867 0.381 -2.320  0.2024
H -3.473 0.294 1.328  0.1571
H -2.276 -0.990 1.403  0.1932
H -5.186 -1.189 0.479  0.2036
H -3.977 -2.392 -0.042  0.2189
H -4.311 -2.135 1.671  0.2195